# C2H9NO

A 2-piece molecular cluster, C2H9NO overall (wB97M-V/def2-TZVPD, the Open Molecules 2025 dataset).

Each line ends with the Mulliken charge.
Element x y z (Å)
C -1.01623 1.19379 0.52203  -0.79
N 0.32389 1.34758 -0.00093  -0.59
H -0.90854 0.67028 1.46927  0.30
H -1.53201 2.17299 0.69595  0.30
H -1.66675 0.67191 -0.18324  0.27
H 0.36466 1.89890 -0.82743  0.20
H 0.89848 1.78494 0.69010  0.23
C 0.44195 -1.92245 -0.37212  -0.57
O 1.46681 -1.04004 -0.70955  -0.57
H 0.69946 -2.94708 -0.70755  0.26
H 0.28626 -2.02178 0.68364  0.23
H -0.50171 -1.63617 -0.87947  0.19
H 1.14375 -0.17287 -0.38070  0.52

energy above the lowest of the compared OMol25 structures with the same formula, charge and spin	0.630	eV
total energy	-5756.893	eV
SMILES	CN.CO

# C2H9NO

A 3-piece molecular cluster, C2H9NO overall (wB97M-V/def2-TZVPD, the Open Molecules 2025 dataset).

Each line ends with the Löwdin spin population.
Element x y z (Å)
N -3.65514 7.32848 -0.86594  0.00
H -2.72465 7.59387 -0.74563  0.00
H 0.84705 6.52202 -0.82714  0.00
H -3.72138 6.29954 -0.66780  0.00
H -4.05102 7.44571 -1.86533  0.00
C 1.83686 -3.39236 1.22449  0.03
O 0.57015 -3.69911 0.49544  0.81
C 1.79486 -3.62757 -0.23633  0.07
H 1.84742 -2.42998 1.62100  0.01
H 2.19651 -4.25977 1.68691  0.01
H 1.99048 -2.73881 -0.98652  0.03
H 2.08360 -4.67929 -0.51456  0.04
H 0.76641 6.65985 -1.53188  0.00

energy above the lowest of the compared OMol25 structures with the same formula, charge and spin	4.332	eV
total charge	+1
spin multiplicity	2
total energy	-5743.949	eV

# C2H9NO2

A 2-piece molecular cluster, C2H9NO2 overall (wB97M-V/def2-TZVPD, the Open Molecules 2025 dataset).

Each line ends with the Löwdin spin population.
Element x y z (Å)
C 0.82925 -0.06391 1.69397  0.06
N 1.17961 0.50133 0.41164  0.02
C 1.18591 -0.41874 -0.66915  0.06
O -0.04315 -1.11929 -0.91683  0.08
H 1.63545 0.24812 2.37872  0.00
H -0.08415 0.36343 2.21869  0.03
H 0.83706 -1.22228 1.61893  0.00
H 0.69899 1.37081 0.21152  0.05
H 1.95401 -1.16107 -0.44676  0.00
H 1.42515 0.06087 -1.64805  0.01
H -0.71711 -0.46857 -0.63090  0.03
H -2.63804 1.78991 -0.26458  0.14
H -2.94280 0.73066 -1.36755  0.12
O -2.52145 0.82862 -0.47073  0.39

energy above the lowest of the compared OMol25 structures with the same formula, charge and spin	0.203	eV
total charge	-1
spin multiplicity	2
total energy	-7803.407	eV

# C2H9NO2

A 3-piece molecular cluster, C2H9NO2 overall (wB97M-V/def2-TZVPD, the Open Molecules 2025 dataset).

Each line ends with the Mulliken charge.
Element x y z (Å)
C 0.30845 -0.97557 -1.91547  -0.25
N -0.24566 -1.15124 -0.76029  -0.38
C -1.39077 -0.31748 -0.45466  -0.39
H 1.08446 -1.65341 -2.32417  0.26
H -0.02592 -0.21002 -2.64848  0.20
H -0.98409 0.35868 0.20568  -0.02
H -1.81256 0.10183 -1.35113  0.41
H -2.06855 -1.00669 0.11022  0.23
O 0.18949 2.04301 1.00211  -0.69
H 0.15900 1.45198 1.82620  0.35
H 0.90359 2.60556 1.14768  0.30
O 1.30523 -0.48369 2.15502  -0.70
H 0.89664 -1.04202 1.50956  0.34
H 1.68068 0.27906 1.49772  0.35

energy above the lowest of the compared OMol25 structures with the same formula, charge and spin	1.183	eV
total energy	-7803.543	eV
SMILES	C=NC.O.O

# C2H9NO2

A 2-piece molecular cluster, C2H9NO2 overall (wB97M-V/def2-TZVPD, the Open Molecules 2025 dataset).

Each line ends with the Mulliken charge.
Element x y z (Å)
N 0.05302 -2.32334 0.83940  -0.53
C 1.06371 -1.65843 0.10217  -0.27
O 0.54863 -0.74531 -0.87205  -0.51
H -0.54798 -2.91436 0.28802  0.22
H -0.47490 -1.68044 1.41333  0.23
H 1.70537 -2.40559 -0.37910  0.33
H 1.68318 -1.08234 0.79340  0.25
H 0.89854 -0.92659 -1.74624  0.29
C -0.47396 2.32699 -0.15273  -0.44
O -1.58567 2.20901 0.71873  -0.51
H -0.64080 1.81993 -1.10625  0.20
H 0.40682 1.85691 0.28859  0.16
H -0.25461 3.37437 -0.37647  0.28
H -2.38135 2.14919 0.18919  0.30

energy above the lowest of the compared OMol25 structures with the same formula, charge and spin	0.507	eV
total energy	-7804.219	eV
SMILES	NCO.CO

# C2H9NO2

A 2-piece molecular cluster, C2H9NO2 overall (wB97M-V/def2-TZVPD, the Open Molecules 2025 dataset).

Each line ends with the Mulliken charge.
Element x y z (Å)
C -1.44874 0.09915 1.50124  -0.74
N -1.22662 0.56935 0.12777  -0.22
C -0.64365 -0.05500 -0.97775  -0.34
O 0.45486 -0.98557 -0.69567  -0.53
H -0.49248 0.07168 2.11900  0.20
H -1.95628 -0.89167 1.32692  0.25
H -2.20902 0.75140 1.94310  0.32
H -1.35282 1.52541 -0.02274  0.20
H -1.41575 -0.70131 -1.48754  0.23
H -0.29901 0.72955 -1.62877  0.32
H 1.11740 -0.47411 -0.31591  0.36
O 2.92781 0.03170 -0.51820  -0.68
H 2.82717 -0.51224 -1.32385  0.34
H 3.71713 -0.15835 -0.04761  0.30

energy above the lowest of the compared OMol25 structures with the same formula, charge and spin	0.811	eV
total energy	-7803.915	eV
SMILES	CNCO.O

# C2H9NO2

A 2-piece molecular cluster, C2H9NO2 overall (wB97M-V/def2-TZVPD, the Open Molecules 2025 dataset).

Each line ends with the Mulliken charge.
Element x y z (Å)
C 1.72175 0.27601 1.71281  -0.86
N 1.09798 -1.05592 1.49051  -0.33
C -0.13192 -1.34725 0.83794  -0.12
O -0.00977 -2.26714 -0.26813  -0.50
H 1.32349 0.73732 2.63512  0.25
H 1.32726 0.86670 0.86721  0.28
H 2.79306 0.51664 1.63360  0.33
H 1.88967 -1.70217 1.48862  0.21
H -0.83032 -1.78384 1.55878  0.22
H -0.56766 -0.39000 0.52781  0.24
H 0.78088 -2.75357 -0.00780  0.27
O -2.32670 3.79564 -3.16910  -0.63
H -1.72822 3.03147 -3.11909  0.31
H -3.08194 3.20785 -3.33498  0.32

energy above the lowest of the compared OMol25 structures with the same formula, charge and spin	1.314	eV
total energy	-7803.412	eV
SMILES	CNCO.O

# C2H9NO2P2

A 2-piece molecular cluster, C2H9NO2P2 overall (wB97M-V/def2-TZVPD, the Open Molecules 2025 dataset).

Each line ends with the Mulliken charge.
Element x y z (Å)
C 2.88741 -1.03874 -0.33142  -0.90
C -1.93638 1.05565 1.10242  -0.87
N -1.19833 -1.22143 -0.39642  -0.47
O 1.44969 0.99088 -1.81423  -0.52
O -3.44632 -0.12425 -0.88568  -0.59
P 1.53412 0.23087 -0.55887  0.50
P -2.08688 0.12362 -0.51987  0.61
H 2.60049 -2.01876 0.16190  0.31
H 3.37740 -1.11135 -1.29267  0.31
H 3.63735 -0.77616 0.42420  0.34
H -2.08587 2.10739 0.96237  0.32
H -2.67503 0.56152 1.84331  0.29
H -0.94268 0.71123 1.54166  0.25
H -1.43566 -1.67240 0.49079  0.26
H 1.50929 1.22992 0.56523  0.12
H -1.18859 0.95201 -1.29271  0.03

energy above the lowest of the compared OMol25 structures with the same formula, charge and spin	3.788	eV
total energy	-26379.957	eV